## a
21
Properties=species:S:1:pos:R:3 method="wB97M-V/def2-TZVPD" total_charge=0 homo_energy_ev=-10.693 smiles=O.O.O.O.O.O.O e_lumo_ev=-0.37
O 1.55 1.77 2.61
H 1.13 0.95 2.78
H 1.39 1.85 1.63
O -1.55 -3.09 -1.37
H -0.73 -2.63 -1.39
H -1.99 -2.77 -2.25
O 1.21 -1.99 -1.25
H 1.89 -1.86 -1.96
H 1.63 -2.19 -0.48
O -0.65 -0.09 2.75
H -0.86 0.28 1.90
H -1.08 0.34 3.35
O -0.49 0.27 0.11
H -0.04 -0.30 -0.43
H 0.14 1.00 0.00
O -2.58 0.40 -1.96
H -2.04 0.30 -1.05
H -2.01 1.10 -2.48
O 1.37 2.06 -0.07
H 1.55 2.90 -0.18
H 2.16 1.74 -0.29

## b
21
Properties=species:S:1:pos:R:3 method="wB97M-V/def2-TZVPD" total_charge=0 homo_energy_ev=-11.034 smiles=O.O.O.O.O.O.O e_lumo_ev=0.09
O 18.60 -6.83 15.53
H 17.67 -7.03 15.47
H 18.91 -6.06 15.07
O 15.38 -8.78 13.69
H 14.61 -9.20 13.98
H 15.58 -9.17 12.88
O 15.75 -12.38 14.94
H 16.33 -13.10 14.84
H 16.40 -11.66 14.83
O 17.03 -10.04 15.61
H 16.55 -9.79 14.82
H 17.94 -9.98 15.32
O 14.85 -10.78 17.56
H 15.58 -10.87 16.92
H 14.19 -11.45 17.26
O 15.65 -7.28 16.47
H 15.62 -8.23 16.50
H 14.89 -7.04 15.95
O 20.15 -8.16 13.39
H 20.84 -7.49 13.29
H 19.68 -7.96 14.20

## c
21
Properties=species:S:1:pos:R:3 method="wB97M-V/def2-TZVPD" total_charge=0 homo_energy_ev=-11.072 smiles=O.O.O.O.O.O.O e_lumo_ev=-0.08
O 2.36 1.70 1.64
H 2.91 1.06 2.09
H 2.98 2.27 1.18
O -0.82 -2.79 1.53
H -0.24 -2.22 1.03
H -0.79 -3.62 1.06
O 0.24 0.20 0.09
H 0.73 -0.13 -0.66
H 0.90 0.69 0.60
O 0.55 -0.66 -3.94
H -0.19 -0.88 -3.37
H 0.21 -0.80 -4.83
O -1.67 -1.73 -2.15
H -1.61 -1.29 -1.30
H -1.64 -2.66 -1.94
O -2.44 0.24 -0.09
H -2.70 1.02 -0.58
H -1.49 0.34 0.03
O 0.79 3.45 3.14
H 1.20 2.85 2.52
H 0.71 2.95 3.95

## d
21
Properties=species:S:1:pos:R:3 method="wB97M-V/def2-TZVPD" total_charge=0 homo_energy_ev=-11.166 smiles=O.O.O.O.O.O.O e_lumo_ev=0.00
O -1.18 -0.16 -2.84
H -1.82 -0.73 -2.34
H -0.77 0.48 -2.25
O -0.11 0.65 -0.44
H 0.79 0.34 -0.67
H -0.07 1.12 0.40
O 4.02 -0.60 0.12
H 3.30 -1.11 0.47
H 3.65 -0.13 -0.60
O -0.59 1.60 2.48
H -0.62 1.77 3.40
H -0.57 0.64 2.49
O -0.79 -2.06 -0.02
H -0.62 -1.11 -0.13
H -1.49 -2.25 -0.66
O 1.97 -0.55 -1.80
H 1.92 -1.47 -1.49
H 1.64 -0.46 -2.69
O -3.10 1.36 1.89
H -2.17 1.55 1.90
H -3.39 1.09 2.78

Which one sits at the top of the stability order? c does.

## a
21
Properties=species:S:1:pos:R:3 method="wB97M-V/def2-TZVPD" total_charge=0 homo_energy_ev=-11.034 smiles=O.O.O.O.O.O.O e_lumo_ev=-0.08
H -0.96 0.95 -0.16
H 0.05 0.05 0.54
H 0.58 5.01 0.94
H 0.24 5.61 -0.42
H 3.32 -2.37 0.71
H 3.43 -3.14 2.02
H 1.04 -1.24 -1.99
H 0.77 -2.54 -1.24
H 3.86 0.29 -0.97
H 4.13 -0.40 0.36
H -2.96 -0.61 -1.52
H -3.37 -2.07 -1.54
H -4.93 0.57 1.22
H -5.07 -0.93 1.40
O -0.02 0.77 -0.09
O 0.67 4.84 -0.01
O 3.64 -2.29 1.62
O 0.42 -1.65 -1.37
O 4.18 0.46 -0.07
O -3.63 -1.21 -1.19
O -5.36 -0.09 1.77

## b
21
Properties=species:S:1:pos:R:3 method="wB97M-V/def2-TZVPD" total_charge=0 homo_energy_ev=-10.168 smiles=O.O.O.O.O.O.O e_lumo_ev=-0.27
O -23.08 14.22 -5.76
H -23.48 13.60 -6.38
H -23.75 14.35 -5.07
O -23.54 14.47 -10.01
H -24.33 14.88 -10.36
H -23.60 13.54 -10.27
O -21.94 17.09 -11.60
H -22.47 17.17 -12.39
H -22.22 16.26 -11.20
O -22.29 15.92 -8.02
H -22.29 15.36 -7.24
H -22.53 15.34 -8.76
O -19.21 17.33 -6.98
H -20.17 17.42 -6.90
H -18.98 16.61 -6.39
O -20.61 13.65 -4.22
H -21.27 13.63 -4.92
H -20.94 14.32 -3.60
O -22.03 18.55 -8.90
H -22.40 19.05 -8.16
H -22.12 17.62 -8.63

Which one sits at the top of the stability order? b does.

## a
21
Properties=species:S:1:pos:R:3 method="wB97M-V/def2-TZVPD" total_charge=0 homo_energy_ev=-8.446 e_lumo_ev=-0.54
O 4.95 -2.01 8.14
H 5.32 -1.33 8.70
H 4.72 -1.55 7.34
O 7.00 -0.79 5.62
H 7.42 -0.05 6.05
H 7.73 -1.39 5.42
O 6.83 -1.91 7.45
H 6.59 -1.47 6.63
H 7.78 -1.79 7.51
O 5.73 -3.94 8.02
H 5.59 -3.00 7.91
H 5.85 -4.27 7.13
O 7.55 -2.34 9.32
H 6.96 -1.79 8.79
H 7.84 -1.78 10.03
O 8.35 -3.10 6.22
H 8.29 -2.35 5.63
H 7.45 -3.44 6.26
O 8.92 -1.76 7.31
H 9.15 -1.11 6.64
H 9.38 -1.47 8.09

## b
21
Properties=species:S:1:pos:R:3 method="wB97M-V/def2-TZVPD" total_charge=0 homo_energy_ev=-10.342 smiles=O.O.O.O.O.O.O e_lumo_ev=0.09
O 0.55 -2.24 -2.32
H -0.40 -2.27 -2.37
H 0.58 -1.63 -1.52
O 1.16 2.45 -0.72
H 0.66 3.10 -0.12
H 0.57 2.09 -1.25
O 0.24 -0.02 0.84
H 0.17 0.43 1.68
H -0.11 0.69 0.35
O 2.24 -0.37 -0.79
H 1.44 -0.25 -0.34
H 2.83 -1.23 -0.64
O -0.40 0.65 3.56
H -0.48 1.45 4.00
H -0.25 0.05 4.35
O -2.11 -1.82 1.23
H -2.15 -2.70 0.75
H -1.10 -1.52 1.07
O -0.80 1.10 -2.47
H -1.52 0.46 -2.06
H -1.12 1.59 -3.22

Which one sits at the top of the stability order? b does.

## a
21
Properties=species:S:1:pos:R:3 method="wB97M-V/def2-TZVPD" total_charge=0 homo_energy_ev=-10.911 smiles=O.O.O.O.O.O.O e_lumo_ev=-0.07
O -14.55 21.25 15.23
H -15.33 21.67 14.86
H -14.36 20.51 14.63
O -14.32 20.38 12.27
H -15.28 20.26 12.41
H -14.18 20.28 11.32
O -16.78 19.50 13.36
H -16.98 18.65 12.94
H -17.62 19.81 13.71
O -12.50 17.11 12.95
H -13.08 16.40 13.24
H -13.09 17.80 12.62
O -13.69 22.10 9.74
H -13.12 22.18 10.52
H -13.79 22.99 9.41
O -13.73 20.11 7.66
H -13.77 20.62 8.50
H -14.59 20.23 7.25
O -12.46 22.84 12.58
H -12.42 23.58 13.20
H -13.25 22.34 12.84

## b
21
Properties=species:S:1:pos:R:3 method="wB97M-V/def2-TZVPD" total_charge=0 homo_energy_ev=-10.998 smiles=O.O.O.O.O.O.O e_lumo_ev=0.59
H -3.33 -1.01 0.83
H -3.00 0.21 0.01
H -1.72 1.73 -0.08
H -2.60 2.02 -1.34
H -1.45 -1.29 0.66
H -0.21 -0.74 1.41
H 3.64 -1.03 -0.61
H 2.08 -0.83 -0.69
H 3.04 2.25 1.08
H 2.84 0.94 0.34
H 0.10 0.45 -0.68
H 0.70 1.44 0.22
H 0.22 -2.33 -1.50
H 0.06 -1.86 -0.02
O -2.88 -0.76 0.05
O -2.66 1.95 -0.35
O -0.65 -1.58 1.24
O 2.85 -0.67 -0.14
O 2.51 1.88 0.36
O -0.09 0.90 0.12
O 0.54 -1.69 -0.91

## c
21
Properties=species:S:1:pos:R:3 method="wB97M-V/def2-TZVPD" total_charge=0 homo_energy_ev=-11.327 smiles=O.O.O.O.O.O.O e_lumo_ev=0.47
O 2.41 0.20 5.52
H 2.38 0.97 4.96
H 2.58 0.55 6.40
O -4.33 -1.37 -4.18
H -3.65 -0.79 -3.85
H -5.01 -0.78 -4.52
O 1.91 -0.28 -5.04
H 1.80 0.56 -5.49
H 2.67 -0.69 -5.47
O -3.77 0.40 1.37
H -2.86 0.15 1.22
H -4.05 -0.15 2.10
O -0.71 4.37 0.05
H 0.17 4.73 -0.06
H -0.57 3.44 0.22
O 2.91 -3.28 2.61
H 2.79 -2.86 3.46
H 2.97 -4.22 2.81
O 0.52 -0.10 -0.53
H 0.74 -0.11 -1.46
H 1.12 -0.74 -0.13

Which one sits at the top of the stability order? b does.